(1)
Entry from the Open Molecules 2025 dataset: the molecule C6H9F at a distorted geometry (the ωB97M-V functional and the def2-TZVPD basis).

XYZ file:
```
16
Properties=species:S:1:pos:R:3:lowdin_charge:R:1
C 2.510 0.410 0.766 0.00
C 1.501 0.744 -0.057 -0.13
C 0.190 0.053 -0.043 -0.22
C -0.085 -1.037 0.992 -0.06
C -0.826 0.433 -0.905 -0.31
C -2.184 -0.022 -1.076 -0.03
F -0.493 1.436 -1.746 0.03
H 2.554 -0.256 1.633 0.06
H 3.464 0.933 0.770 0.05
H 1.619 1.573 -0.767 0.11
H -1.099 -1.480 0.992 0.07
H 0.699 -1.796 0.779 0.09
H -0.032 -0.654 2.026 0.08
H -2.524 -0.785 -0.357 0.08
H -2.412 -0.362 -2.093 0.09
H -2.883 0.810 -0.915 0.09
```

Calculated values
* SMILES: C=C/C(C)=C(/C)F
* highest occupied orbital energy: -8.25 eV
* F_max: 0.0817 Eh/bohr
* LUMO: 1.01 eV
* gap between HOMO and LUMO: 9.265 eV
* energy relative to the best compared isomer or geometry (same formula, charge and spin): 13.9 kcal/mol

***

(2)
Entry from the Open Molecules 2025 dataset: the molecule C4H7BrOS at a distorted geometry (the ωB97M-V functional and the def2-TZVPD basis).

XYZ file:
```
14
Properties=species:S:1:pos:R:3:lowdin_charge:R:1
O -1.236 1.492 1.013 -0.06
C -1.395 0.126 0.602 -0.22
C -0.750 -0.041 -0.845 -0.19
C 0.643 0.336 -0.852 -0.29
C 1.680 -0.333 -0.350 -1.02
S 1.522 -1.981 0.477 0.71
Br 3.350 0.493 0.012 0.68
H -1.988 2.030 1.254 0.08
H -2.369 -0.152 0.503 0.08
H -0.939 -0.555 1.279 0.08
H -1.370 0.551 -1.544 0.12
H -0.811 -1.177 -1.066 0.13
H 0.913 1.311 -1.257 0.11
H 2.749 -2.101 0.773 -0.22
```

Calculated values
* SMILES: OCC/C=C(\S)Br
* highest occupied orbital energy: -8.65 eV
* F_max: 0.0646 Eh/bohr
* LUMO: 0.63 eV
* gap between HOMO and LUMO: 9.281 eV
* energy relative to the best compared isomer or geometry (same formula, charge and spin): 13.2 kcal/mol

***

(3)
Entry from the Open Molecules 2025 dataset: C32H26N3O4PPdS as an isolated structure at a distorted geometry (the ωB97M-V functional and the def2-TZVPD basis).

XYZ file:
```
68
Properties=species:S:1:pos:R:3:lowdin_charge:R:1
Pd -1.117 1.276 0.280 0.61
C -0.188 3.012 3.218 -0.08
C -0.287 2.955 1.715 -0.36
N 0.537 2.141 0.989 -0.12
N 1.548 1.536 1.613 0.04
C 2.012 0.405 1.177 -0.43
O 1.594 -0.296 0.155 -0.23
C 3.117 -0.182 1.952 -0.13
C 3.892 0.582 2.837 -0.04
C 4.930 0.010 3.547 -0.12
C 5.226 -1.343 3.408 -0.14
C 4.463 -2.110 2.536 -0.11
C 3.431 -1.538 1.809 -0.02
C -1.141 3.853 0.998 -0.28
C -1.943 4.824 1.665 -0.06
C -2.712 5.698 0.935 -0.13
C -2.692 5.651 -0.457 -0.13
C -1.879 4.677 -1.037 -0.19
N -1.133 3.823 -0.372 0.06
H 0.556 2.285 3.536 0.05
H -1.139 2.775 3.705 0.07
H 0.130 4.007 3.554 0.06
H 3.651 1.630 2.949 0.10
H 5.527 0.620 4.218 0.09
H 6.035 -1.792 3.972 0.08
H 4.675 -3.168 2.423 0.09
H 2.835 -2.134 1.128 0.10
H -1.958 4.846 2.747 0.08
H -3.333 6.429 1.445 0.09
H -3.303 6.308 -1.063 0.07
H -1.844 4.580 -2.121 0.09
O -5.033 -0.081 0.401 -0.38
S -3.600 0.130 0.219 0.42
O -2.871 -0.100 1.468 -0.40
O -3.308 1.414 -0.438 -0.40
C -3.108 -1.114 -1.021 -0.24
C -4.187 -1.787 -1.593 -0.09
C -4.001 -2.673 -2.640 -0.11
C -2.718 -2.883 -3.126 -0.11
C -1.650 -2.222 -2.546 -0.11
C -1.801 -1.325 -1.481 -0.26
P -0.202 -0.575 -0.614 0.94
C 0.623 -0.300 -2.231 -0.31
C -0.070 0.559 -3.089 -0.09
C 0.429 0.859 -4.344 -0.10
C 1.641 0.319 -4.761 -0.13
C 2.360 -0.491 -3.896 -0.11
C 1.859 -0.792 -2.634 -0.09
C 0.050 -2.251 0.100 -0.29
C 0.803 -3.275 -0.470 -0.10
C 0.976 -4.479 0.198 -0.11
C 0.394 -4.684 1.442 -0.13
C -0.374 -3.673 2.009 -0.09
C -0.542 -2.467 1.347 -0.07
H -5.169 -1.583 -1.189 0.09
H -4.849 -3.189 -3.076 0.08
H -2.550 -3.566 -3.952 0.09
H -0.652 -2.405 -2.933 0.10
H -0.994 1.003 -2.732 0.10
H -0.121 1.522 -5.004 0.09
H 2.026 0.540 -5.750 0.08
H 3.327 -0.878 -4.198 0.09
H 2.443 -1.387 -1.945 0.09
H 1.260 -3.132 -1.442 0.09
H 1.570 -5.268 -0.253 0.09
H 0.533 -5.624 1.963 0.08
H -0.840 -3.829 2.975 0.09
H -1.144 -1.672 1.776 0.09
```

Calculated values
* net charge: -2
* highest occupied orbital energy (alpha / beta): -0.10 / -0.10 eV
* F_max: 0.0283 Eh/bohr
* LUMO (alpha / beta): 4.68 / 4.68 eV
* gap between HOMO and LUMO (alpha / beta): 4.778 / 4.776 eV
* energy relative to the best compared isomer or geometry (same formula, charge and spin): 22.1 kcal/mol

***

(4)
Entry from the Open Molecules 2025 dataset: C13H14IN3PbS as an isolated structure at a distorted geometry (the ωB97M-V functional and the def2-TZVPD basis).

XYZ file:
```
33
Properties=species:S:1:pos:R:3:lowdin_charge:R:1
C 0.255 3.315 1.021 -0.65
C 3.153 -0.066 -1.260 -0.20
H 0.322 3.364 -0.073 -0.05
H 1.167 2.970 1.528 -0.05
H 0.031 4.324 1.384 0.03
H 2.700 -0.605 -2.100 0.05
H 3.946 0.595 -1.653 0.03
H 3.601 -0.773 -0.550 0.04
C -1.223 2.140 -2.102 -0.15
C -2.542 2.119 -2.569 -0.01
C -3.228 0.902 -2.578 0.01
C -2.570 -0.238 -2.118 0.03
H -0.663 3.079 -2.059 0.12
H -2.993 3.052 -2.898 0.13
H -4.255 0.837 -2.934 0.14
H -3.048 -1.213 -2.089 0.12
N -0.592 1.042 -1.666 0.01
C -1.247 -0.139 -1.655 -0.22
C -0.535 -1.327 -1.116 -0.20
N 0.491 -1.106 -0.263 0.02
C 1.140 -2.158 0.262 -0.13
C -0.208 -3.723 -0.965 0.00
C 0.840 -3.483 -0.071 0.00
H 1.945 -1.924 0.962 0.10
H 1.432 -4.282 0.368 0.13
C -0.903 -2.631 -1.485 0.03
H -1.723 -2.744 -2.193 0.12
H -0.481 -4.736 -1.260 0.13
Pb 1.781 1.275 -0.288 1.57
I -1.423 2.128 1.630 0.87
S 0.941 -0.660 4.077 0.90
C 1.649 0.062 2.859 -0.89
N 2.240 0.603 1.961 -0.04
```

Calculated values
* net charge: +2
* highest occupied orbital energy (alpha / beta): -15.56 / -15.56 eV
* F_max: 0.0751 Eh/bohr
* LUMO (alpha / beta): -11.43 / -11.43 eV
* gap between HOMO and LUMO (alpha / beta): 4.139 / 4.137 eV
* energy relative to the best compared isomer or geometry (same formula, charge and spin): 0.0 kcal/mol

***

(5)
Entry from the Open Molecules 2025 dataset: CHNaO3Tl as an isolated structure at a distorted geometry (the ωB97M-V functional and the def2-TZVPD basis).

XYZ file:
```
7
Properties=species:S:1:pos:R:3:lowdin_charge:R:1
O -0.418 0.234 -3.093 -0.18
H 1.396 -0.126 -1.838 0.04
C -0.332 0.806 -2.012 -0.49
O 0.750 0.278 -1.231 -0.45
O -0.565 -1.080 2.883 -1.09
Na -0.980 0.419 4.294 0.43
Tl 0.150 -0.532 0.997 0.74
```

Calculated values
* net charge: -1
* highest occupied orbital energy: -2.08 eV
* F_max: 0.0358 Eh/bohr
* LUMO: 1.42 eV
* gap between HOMO and LUMO: 3.500 eV
* energy relative to the best compared isomer or geometry (same formula, charge and spin): 5.8 kcal/mol